[1]
This record from OMol25 describes 6 unconnected molecules or ions with the total composition H12O6. The level of theory is ωB97M-V/def2-TZVPD.

XYZ file:
```
18
Properties=species:S:1:pos:R:3:forces:R:3
H 2.3265 7.9808 0.2140 0.35 -2.55 0.42
H 2.2467 -0.4188 -0.1947 -1.50 -2.99 0.49
O 1.6602 -1.2748 -0.0773 0.14 3.79 -0.73
H -2.9530 -6.1118 -6.7604 3.41 1.10 -3.09
O -3.3903 -0.5410 1.0344 0.85 0.26 0.49
O -0.5556 -0.5873 2.1531 -5.00 -0.36 4.37
H 2.1610 -1.9598 0.3204 1.23 -0.76 0.49
H -3.6300 0.3906 0.8952 -0.37 0.15 -0.29
H 0.1672 -0.8217 1.6614 3.40 -1.58 -2.26
H 1.7927 1.6946 3.4819 1.32 2.74 -0.20
O 2.4867 7.0427 0.5673 -0.07 4.57 2.57
O 1.5251 0.8190 3.5568 -1.10 -2.42 0.10
H 0.5753 0.8887 3.4054 -0.29 -0.35 0.09
O -2.1845 -5.8405 -7.5233 -2.25 -1.10 3.44
H -0.8175 -1.3049 2.8713 1.42 1.89 -2.35
H -2.5406 -0.4512 1.5405 -0.10 -0.37 -0.17
H -1.3051 -5.9173 -7.0684 -1.16 0.00 -0.34
H 2.4353 6.4125 -0.0775 -0.29 -2.02 -2.99
```
Forces are in eV/Å.

Total energy ... -12466.991 eV
M ... 108.1 g/mol
2S+1 ... 2
E_LUMO (alpha / beta) ... -0.114 / -0.429 hartree
Total charge ... +1
E_HOMO (alpha / beta) ... -13.25 / -13.00 eV
HOMO-LUMO gap (alpha / beta) ... 10.2 / 1.3 eV
ΔE to the lowest compared entry with this formula, charge and spin ... 310.1 kJ/mol

For reference, the Mulliken charges in units of e are:
1 H 0.340
2 H 0.356
3 O -0.694
4 H 0.388
5 O -0.330
6 O -0.678
7 H 0.337
8 H 0.409
9 H 0.368
10 H 0.342
11 O -0.639
12 O -0.488
13 H 0.346
14 O -0.552
15 H 0.418
16 H 0.411
17 H 0.367
18 H 0.298

=====

[2]
This record from OMol25 describes a molecular structure, H12O8V. The level of theory is ωB97M-V/def2-TZVPD.

XYZ file:
```
21
Properties=species:S:1:pos:R:3:forces:R:3
O 0.1230 2.2312 -0.3490 -0.53 -1.06 0.04
O 0.2865 -0.5313 -1.9418 -0.42 0.21 0.36
H 0.3506 0.2560 -2.4825 0.31 0.31 -0.24
H -3.0127 -0.5082 -0.1786 -0.14 -0.29 0.36
H -0.1652 2.6297 -1.1702 -0.25 0.12 -0.29
O -2.2217 -0.0520 -0.4657 0.73 0.12 -0.25
H 0.8700 2.7627 -0.0736 0.51 0.00 0.37
H -1.5614 0.6084 4.0751 0.25 -0.12 -0.10
O -0.0007 -2.3402 0.3678 -0.01 0.94 -0.42
H -2.7528 1.4786 3.7357 -0.14 0.13 -0.12
H -0.0936 -2.8733 -0.4218 0.05 -0.07 -0.39
H -2.5444 0.7352 -0.9042 -0.15 0.28 -0.17
O 3.5837 -0.2893 -2.0994 -0.29 0.07 -0.26
H 4.5359 -0.2276 -2.0236 0.29 0.05 -0.06
H 0.3173 -1.2551 -2.5674 0.02 -0.38 -0.08
H -0.1961 -2.9406 1.0872 -0.06 0.11 0.65
H 3.3303 -0.9247 -1.4299 -0.05 -0.05 0.28
O -2.2734 1.1069 4.4761 -0.08 0.00 0.19
V 0.1437 -0.0538 0.2996 1.59 -0.01 0.72
O -0.4731 0.1252 1.7585 1.31 -0.15 -1.44
O 1.7542 0.0622 0.3076 -2.94 -0.20 0.85
```
Forces are in eV/Å.

Total energy ... -42256.519 eV
M ... 191.0 g/mol
E_LUMO ... -0.186 hartree
Total charge ... +1
E_HOMO ... -13.48 eV
HOMO-LUMO gap ... 8.4 eV
ΔE to the lowest compared entry with this formula, charge and spin ... 83.5 kJ/mol

For reference, the Mulliken charges in units of e are:
1 O -0.466
2 O -0.286
3 H 0.268
4 H 0.302
5 H 0.316
6 O -0.447
7 H 0.316
8 H 0.330
9 O -0.442
10 H 0.297
11 H 0.295
12 H 0.292
13 O -0.592
14 H 0.300
15 H 0.264
16 H 0.292
17 H 0.300
18 O -0.611
19 V 1.252
20 O -0.540
21 O -0.440

=====

Number 1 is which compound? H12O6

=====

Which of these has the highest ΔE to the lowest compared entry with this formula, charge and spin? H12O6

=====

Which of these has the lowest total energy? H12O8V

=====

Which value of ΔE to the lowest compared entry with this formula, charge and spin does entry 2 give? 83.5 kJ/mol